# C33H57IrN4OP2

A molecular structure, C33H57IrN4OP2 (the ωB97M-V functional and the def2-TZVPD basis, the OMol25 dataset).

<S²>: 8.7791
Kohn-Sham gap (spin up / spin down): 5.54 / 5.40 eV
LUMO (spin up / spin down): -8.4 / -12.2 eV
Multiplicity: 6
ΔE to the lowest compared entry with this formula, charge and spin: 58.6 kJ/mol
Net charge: +3

Each line ends with the Löwdin spin population.
Element x y z (Å)
C1 1.4196 2.5385 0.7267  0.230
C2 0.1220 2.1577 -1.1904  0.437
C3 1.7794 3.8001 0.2495  0.424
C4 0.5440 3.3502 -1.7638  0.161
C5 1.3653 4.1972 -1.0194  0.258
H1 2.4307 4.4185 0.8668  0.015
H2 0.2106 3.5949 -2.7738  0.001
H3 1.6902 5.1463 -1.4452  0.009
N1 0.5224 1.8055 0.0462  0.363
P1 1.9165 0.0508 1.8582  0.128
P2 -2.0348 0.4395 -0.6850  0.143
C6 2.0403 1.9009 1.9575  0.032
H4 3.0947 2.1983 2.0427  0.005
H5 1.5359 2.2690 2.8657  0.010
C7 -0.7312 1.1432 -1.8873  0.138
H6 -1.2014 1.5673 -2.7778  0.003
C8 -2.9455 -0.8590 -1.7582  0.040
C9 -3.2144 1.8862 -0.3471  0.021
C10 3.4054 -0.4238 0.7658  0.022
C11 2.2326 -0.5232 3.6363  0.035
C12 -2.3527 -2.2503 -1.5065  0.001
H7 -2.5438 -2.5778 -0.4792  0.000
H8 -2.8336 -2.9647 -2.1941  0.000
H9 -1.2715 -2.2768 -1.6829  0.000
C13 -4.4350 -0.9376 -1.4053  0.006
H10 -4.5924 -1.1578 -0.3421  0.001
H11 -4.9862 -0.0327 -1.6780  0.000
H12 -4.8764 -1.7655 -1.9815  0.002
C14 -2.7881 -0.5632 -3.2583  0.010
H13 -3.3183 -1.3456 -3.8238  0.003
H14 -3.2161 0.4009 -3.5611  0.000
H15 -1.7368 -0.6123 -3.5629  0.000
C15 -4.2256 1.4250 0.7297  0.005
H16 -3.7686 0.7325 1.4540  0.002
H17 -4.5559 2.3097 1.2944  0.000
H18 -5.1165 0.9512 0.3004  0.000
C16 -2.4755 3.1101 0.2203  0.015
H19 -1.9718 2.8820 1.1665  0.001
H20 -1.7550 3.5243 -0.4938  0.007
H21 -3.2339 3.8830 0.4186  0.001
C17 -3.9200 2.3261 -1.6480  0.008
H22 -3.3549 2.0948 -2.5605  0.001
H23 -4.9310 1.9086 -1.7312  0.000
H24 -4.0331 3.4209 -1.6313  0.002
C18 2.4433 -2.0438 3.6420  0.001
H25 2.5885 -2.3653 4.6844  0.001
H26 1.5581 -2.5622 3.2530  0.000
H27 3.3201 -2.3730 3.0719  0.000
C19 0.9997 -0.2244 4.5013  0.002
H28 0.7849 0.8502 4.5578  0.000
H29 0.1106 -0.7612 4.1524  0.000
H30 1.2193 -0.5747 5.5208  0.000
C20 3.4227 0.2163 4.2864  0.013
H31 3.4409 1.2857 4.0379  0.001
H32 3.3054 0.1470 5.3775  0.003
H33 4.3957 -0.2213 4.0434  0.000
C21 3.5114 0.5453 -0.4125  0.005
H34 3.7767 1.5653 -0.1119  0.003
H35 4.2943 0.1848 -1.0961  0.000
H36 2.5665 0.5706 -0.9671  0.001
C22 3.1593 -1.8251 0.1904  0.018
H37 2.2903 -1.8083 -0.4965  0.007
H38 4.0492 -2.1297 -0.3916  0.000
H39 2.9925 -2.5810 0.9728  0.001
C23 4.7433 -0.3840 1.5237  0.010
H40 4.9367 0.5995 1.9737  0.000
H41 4.8334 -1.1617 2.2908  0.000
H42 5.5497 -0.5615 0.7954  0.002
Ir1 -0.2003 -0.1355 0.7527  1.208
C24 -0.9703 0.6899 2.1914  0.012
O1 -1.4542 1.3039 3.0651  -0.008
N2 0.5299 -0.8534 -1.2152  0.669
C25 0.2635 -0.0924 -2.1754  0.128
C26 0.8967 -0.2107 -3.6265  0.054
C27 0.2625 0.7412 -4.6330  0.007
C28 2.3750 0.1584 -3.5501  0.006
C29 0.7712 -1.6645 -4.1209  0.006
H43 -0.8009 0.5397 -4.7958  0.000
H44 0.3942 1.7878 -4.3344  0.001
H45 0.7660 0.6075 -5.5999  0.003
H46 2.9160 -0.5197 -2.8798  0.001
H47 2.8232 0.0664 -4.5500  0.002
H48 2.5134 1.1944 -3.2143  0.002
H49 0.3779 -1.6867 -5.1453  0.000
H50 1.7604 -2.1369 -4.1346  0.002
H51 0.1171 -2.2717 -3.4844  0.001
C30 -3.0455 -1.7539 2.5025  0.006
C31 -1.8166 -2.4777 2.1203  0.055
N3 -0.7410 -2.0760 1.4233  0.177
C32 0.0448 -3.1978 1.1885  0.004
C33 -0.5244 -4.2622 1.8205  0.027
N4 -1.6824 -3.7889 2.4037  0.024
H52 -3.6547 -2.3969 3.1540  0.000
H53 -2.8204 -0.8298 3.0442  0.002
H54 -3.6500 -1.5110 1.6128  0.002
H55 0.9185 -3.1495 0.5552  0.000
H56 -0.1883 -5.2789 1.8829  0.002
H57 -2.3633 -4.3256 2.9313  0.001

Forces on the atoms, in the same order (eV/Å):
-0.643 -1.524 -0.023
-1.316 -0.663 -2.021
1.289 0.011 1.966
1.367 2.496 0.182
-1.550 0.644 -3.694
-0.162 -0.045 -0.197
0.193 0.137 0.292
-0.095 -0.304 0.193
1.920 0.127 2.905
2.298 1.066 0.560
-0.662 1.685 -1.584
-0.109 0.233 -0.375
-0.279 0.055 -0.019
0.044 -0.120 -0.152
0.400 -0.881 0.273
0.341 -0.369 -0.029
-0.041 -0.739 -0.089
-0.056 -0.128 0.189
-0.046 -0.153 -0.107
-0.267 -0.237 0.250
0.233 -0.204 0.076
0.005 -0.056 -0.174
0.154 0.240 0.278
-0.349 -0.160 0.029
-0.245 0.116 0.113
-0.050 0.048 -0.265
0.137 -0.312 0.121
0.208 0.208 0.160
0.076 0.217 -0.103
0.107 0.204 0.265
0.151 -0.303 0.040
-0.351 -0.060 0.029
-0.163 0.058 0.167
-0.199 0.257 -0.143
0.012 -0.314 -0.151
0.332 0.116 0.187
0.234 -0.178 0.063
-0.047 0.179 -0.184
-0.113 0.023 0.150
0.292 -0.230 -0.048
-0.157 0.346 -0.192
-0.211 0.108 0.245
0.383 0.097 -0.094
-0.019 -0.344 -0.011
0.085 -0.156 0.023
-0.030 0.082 -0.284
0.170 0.035 0.097
-0.214 0.128 0.197
-0.091 0.101 -0.053
-0.017 -0.211 0.075
0.054 0.049 0.047
-0.140 0.132 -0.303
0.232 0.126 -0.001
0.060 -0.266 0.172
-0.003 -0.006 -0.297
-0.346 0.166 0.040
-0.344 0.132 -0.151
0.039 -0.148 -0.032
-0.190 0.123 0.240
0.374 0.114 0.082
0.029 -0.285 -0.166
0.580 -0.167 0.326
-0.394 0.099 0.252
0.125 0.218 -0.300
0.133 -0.004 0.156
-0.035 -0.278 -0.075
-0.034 0.254 -0.249
-0.290 0.038 0.121
-0.675 -3.133 0.520
-2.320 3.111 3.932
1.773 -2.354 -3.165
-1.057 1.780 0.304
-0.232 0.646 -1.287
0.141 -0.022 -0.008
-0.360 0.271 -0.047
0.475 0.052 0.272
-0.080 -0.452 0.041
0.201 0.137 -0.068
-0.017 -0.123 -0.157
-0.098 0.025 0.300
-0.072 0.172 -0.166
-0.214 0.022 0.264
0.075 -0.163 -0.046
0.080 -0.031 0.298
-0.269 -0.006 0.028
0.098 0.051 -0.252
-0.323 0.305 0.109
0.221 -1.118 0.533
-0.342 -0.980 -0.272
-0.485 -0.520 0.308
0.426 0.426 -0.427
0.066 0.520 -0.324
0.158 0.308 -0.181
-0.174 -0.188 -0.053
0.232 -0.075 0.323
-0.100 -0.070 0.261
-0.117 -0.190 0.089
0.192 -0.019 -0.125